The following is a quantum chemistry calculation of C6H11N2OP in the gas phase, from the Open Molecules 2025 dataset.

Geometry as XYZ:
```
21
Properties=species:S:1:pos:R:3:forces:R:3
C 2.83085 -1.53044 0.56162 0.6713 -3.8155 2.4640
N 1.48739 -1.16517 0.65163 -0.8215 0.0411 -2.5059
C 0.71028 -0.95500 -0.42650 -3.2595 1.8059 0.8127
O 0.98592 -0.77347 -1.58908 0.4649 -0.8413 0.6279
C -1.07933 -0.67785 0.06483 2.2685 -0.8553 -1.2527
C -1.24345 0.08705 1.36965 0.6080 0.3208 1.2362
C -1.46852 1.37628 1.12793 0.2136 -1.1886 -0.2830
C -1.54722 1.56358 -0.30427 -2.2690 3.3608 -1.1572
N -1.65544 0.27550 -0.86794 0.4897 -1.0837 -0.4183
P -1.37364 0.16684 -2.56418 0.4434 -0.9967 0.0428
H 2.92413 -2.72681 0.67215 0.1473 2.6115 -0.0843
H 3.20625 -1.28203 -0.34734 0.9713 0.6462 -2.8967
H 3.45614 -1.02951 1.28275 0.0787 -0.0352 0.5365
H 1.03043 -0.93343 1.46472 -0.7316 0.1638 2.2940
H -1.47862 -1.71450 -0.13162 0.1459 1.1446 0.8339
H -1.05462 -0.11376 2.43145 -0.2500 -1.1744 -0.5870
H -1.75818 2.16660 1.77649 0.3794 0.3245 0.8117
H -2.56471 2.14252 -0.42334 1.7841 -0.6479 -0.5580
H -0.71421 2.20212 -0.75618 -0.8325 -0.5978 0.5530
H -0.51145 1.24577 -2.63940 1.6238 0.1017 -0.1912
H -2.16933 1.20341 -2.92125 -2.1260 0.7153 -0.2781
```
Positions in Å, forces in eV/Å.

Values from the calculation:
LUMO level   0.02836 Ha
ΔE to the lowest compared entry with this formula, charge and spin   238.9 kJ/mol
Energy   -761.2215 a.u.

Here are the Löwdin charges for atoms 1 to 6, given in e: atom 1 (C): -0.0869, atom 2 (N): -0.0014, atom 3 (C): -0.3684, atom 4 (O): -0.0165, atom 5 (C): -0.1812, atom 6 (C): -0.0719

The following is a quantum chemistry calculation of an isolated ion of composition C4H11N2 and charge +1, from the Open Molecules 2025 dataset.

Geometry as XYZ:
```
17
Properties=species:S:1:pos:R:3:forces:R:3
C -0.19010 1.31411 1.53908 0.4167 -1.4571 -1.5977
C -0.30312 0.17757 0.79922 -1.0943 1.4891 2.2329
N -1.64904 -0.22109 0.34646 2.6609 -0.9034 0.3391
C 0.83258 -0.79248 0.50562 -0.2211 2.1764 -1.4118
C 0.95529 -0.85049 -1.05203 -1.0970 -1.5988 1.0280
N 0.40431 0.37912 -1.70744 0.3277 0.1211 0.3703
H 0.77331 1.64001 1.92105 -0.2937 0.0878 0.0261
H -1.09177 1.90485 1.64988 0.2555 0.2046 0.3508
H -1.55030 -1.18226 0.68012 -1.3403 -0.2711 -0.5446
H -2.33521 0.22957 0.93483 -0.2064 0.1100 -0.0608
H 0.73887 -1.77633 0.96863 0.0473 0.1203 -0.1716
H 1.73826 -0.25663 0.80381 -0.0413 -0.5019 0.5746
H 0.28791 -1.61458 -1.44796 0.1039 -0.2270 0.0552
H 1.96143 -1.14750 -1.31385 0.2237 0.6764 -0.5567
H -0.59296 0.45809 -1.42847 -0.1219 -0.5959 -0.5303
H 0.56217 0.27685 -2.71412 -0.3533 0.5405 0.1500
H 0.74859 1.26137 -1.32667 0.7336 0.0291 -0.2533
```
Positions in Å, forces in eV/Å.

Values from the calculation:
Charge   +1
LUMO level   -0.12292 Ha
ΔE to the lowest compared entry with this formula, charge and spin   164.6 kJ/mol
Energy   -268.2422 a.u.

Here are the Löwdin charges for atoms 1 to 6, given in e: atom 1 (C): 0.0795, atom 2 (C): -0.4330, atom 3 (N): 0.0721, atom 4 (C): -0.1020, atom 5 (C): -0.1317, atom 6 (N): 0.1770

The following is a quantum chemistry calculation of C11H16N2 in the gas phase, from the Open Molecules 2025 dataset.

Geometry as XYZ:
```
29
Properties=species:S:1:pos:R:3:forces:R:3
C 4.57792 -0.13447 0.36575 -2.5492 -4.8754 -2.2035
C 3.10702 -0.04851 0.01612 -2.4961 -0.7364 0.9891
C 2.46449 1.14488 0.01498 0.9469 4.4663 2.0811
C 1.09146 1.32820 -0.09758 1.4062 -4.5098 0.0442
C 0.32824 0.13001 -0.26880 -3.4947 4.3032 -2.4143
N -1.03319 0.37579 -0.70614 5.3349 -3.8123 -1.2681
C -1.90610 -0.65206 -0.92782 -3.9573 -5.8949 -2.5421
C -2.33728 -1.39886 0.32412 3.3320 -2.9795 0.0826
N -2.80748 -0.32525 1.07745 -1.2276 2.0529 2.2316
C -3.04523 0.91507 0.36741 3.0814 -0.1318 -1.9344
C -1.64938 1.41431 -0.24863 -5.5039 8.6947 1.5796
C 0.85443 -1.09684 -0.33596 -2.2952 -1.6478 -0.2169
C 2.12580 -1.07739 -0.05710 7.9474 -4.0544 0.3287
H 4.76522 0.00552 1.38616 0.3533 0.0640 1.4403
H 5.00168 0.59231 -0.24188 1.5765 0.9481 -1.0188
H 4.73458 -1.28570 0.00386 0.8429 2.8409 1.0360
H 3.09842 2.05611 0.44223 -1.3122 -1.5537 -1.4784
H 0.60728 2.19949 0.11094 -0.6611 2.3071 0.0061
H -2.97637 -0.39945 -1.42186 2.9300 0.0832 0.6772
H -1.74935 -1.55194 -1.53569 1.8099 0.8292 -1.0216
H -1.41929 -1.79595 0.93865 -1.0774 0.5765 -1.3557
H -2.79206 -2.51663 0.09444 -0.4008 3.1906 0.4665
H -3.70315 -0.45195 1.39113 -2.4440 -1.2163 2.0129
H -3.47575 1.66157 0.91314 -0.9415 1.7178 2.2353
H -3.71022 0.75681 -0.45031 -0.6576 0.2817 -0.6567
H -1.04628 2.13273 0.44800 -1.4437 -1.8135 -0.8571
H -2.02896 2.23697 -1.12174 0.9801 -1.6806 1.6378
H 0.36729 -2.08596 -0.50362 0.0579 1.3740 0.1828
H 2.55628 -2.12880 0.02276 -0.1372 1.1761 -0.0641
```
Positions in Å, forces in eV/Å.

Values from the calculation:
LUMO level   0.03362 Ha
ΔE to the lowest compared entry with this formula, charge and spin   618.8 kJ/mol
Energy   -538.0337 a.u.

Here are the Löwdin charges for atoms 1 to 6, given in e: atom 1 (C): -0.0358, atom 2 (C): -0.2921, atom 3 (C): -0.0784, atom 4 (C): 0.0019, atom 5 (C): -0.1554, atom 6 (N): -0.1172